Entry from the Open Molecules 2025 dataset: the molecule C5H9NO (the ωB97M-V functional and the def2-TZVPD basis).

Calculated values
spin multiplicity: 1
orbital gap: 0.3889 Eh
total energy: -8866.6445 eV
HOMO energy: -9.657 eV
SMILES: C[C@H]1N[C@H]1CC=O
LUMO energy: 0.9255 eV

Last column: Mulliken charge in e.
Element x y z (Å)
O (1.95998, -1.76111, -1.19715)  -0.477
N (-1.06434, 1.30045, -0.79089)  -0.685
C (-1.12899, -0.00622, -0.15542)  0.106
C (0.11813, 0.40249, -0.85698)  -0.238
C (1.60137, -1.14155, -0.22493)  0.092
C (-1.19129, 0.07273, 1.35179)  -1.347
C (1.46254, 0.39087, -0.11834)  -0.424
H (-1.54881, 1.24764, -1.69155)  0.279
H (0.31502, 0.02840, -1.85572)  0.453
H (-1.71965, -0.79278, -0.62039)  0.452
H (1.17611, -1.66783, 0.65827)  0.258
H (2.25298, 0.99054, -0.59749)  0.320
H (1.43289, 0.64493, 0.94700)  0.240
H (-0.66320, -0.76619, 1.81687)  0.237
H (-0.74220, 1.01369, 1.68951)  0.370
H (-2.23090, 0.05877, 1.69236)  0.364



Entry from the Open Molecules 2025 dataset: the molecule C5H9NO in a non-equilibrium geometry (the ωB97M-V functional and the def2-TZVPD basis).

Calculated values
spin multiplicity: 1
orbital gap: 0.3784 Eh
total energy: -8866.4818 eV
HOMO energy: -9.488 eV
SMILES: C=CCCC(N)=O
LUMO energy: 0.8098 eV

Last column: Mulliken charge in e.
Element x y z (Å)
O (2.64852, 1.51365, -0.39289)  -0.619
N (0.40635, 1.37350, -1.29676)  -0.398
C (-0.99619, -0.35559, 1.22870)  -0.012
C (-0.11240, -1.17977, 0.28232)  -0.659
C (1.27893, -0.57713, -0.02414)  -0.459
C (-2.11869, 0.30477, 0.69932)  -0.852
C (1.52328, 0.87682, -0.49673)  0.408
H (2.05880, -0.70463, 0.78783)  0.285
H (-0.56665, -1.25149, -0.74894)  0.253
H (-2.67925, 1.02023, 1.27709)  0.285
H (-0.37530, 0.80898, -1.49430)  0.214
H (1.79846, -1.11904, -0.84821)  0.281
H (-0.22314, -2.19046, 0.70230)  0.400
H (0.84835, 1.89969, -2.06088)  0.267
H (-2.78854, -0.25406, 0.08774)  0.281
H (-0.70253, -0.16549, 2.29755)  0.327



Entry from the Open Molecules 2025 dataset: a 2-piece molecular cluster, C5H9NO overall in a non-equilibrium geometry (the ωB97M-V functional and the def2-TZVPD basis).

Calculated values
spin multiplicity: 1
orbital gap: 0.3351 Eh
total energy: -8868.0118 eV
HOMO energy: -8.043 eV
SMILES: Cc1cc[nH]c1.O
LUMO energy: 1.0773 eV

Last column: Mulliken charge in e.
Element x y z (Å)
O (-4.19968, 0.14213, 5.18971)  -0.643
N (2.64283, 0.36468, -0.96990)  -0.012
C (1.07278, -1.17408, -1.06296)  -0.529
C (1.49032, 1.01162, -1.38566)  -0.684
C (2.42590, -0.97708, -0.86367)  -0.508
C (0.47835, 0.08394, -1.31440)  0.687
C (-0.99159, 0.32224, -1.50905)  -1.174
H (-1.31047, 0.03099, -2.51092)  0.254
H (3.51093, 0.86817, -1.03387)  0.216
H (-1.25727, 1.37026, -1.39023)  0.320
H (1.58473, 2.01362, -1.76036)  0.365
H (-4.02054, -0.75990, 5.49648)  0.323
H (-3.66791, 0.73572, 5.72734)  0.321
H (0.58488, -2.12695, -0.94672)  0.384
H (3.23319, -1.68815, -0.89432)  0.369
H (-1.57644, -0.21722, -0.77147)  0.314



Entry from the Open Molecules 2025 dataset: the molecule C5H9NO in a non-equilibrium geometry (the ωB97M-V functional and the def2-TZVPD basis).

Calculated values
spin multiplicity: 1
orbital gap: 0.4191 Eh
total energy: -8868.1619 eV
HOMO energy: -10.847 eV
SMILES: CC(C)(C#N)CO
LUMO energy: 0.5571 eV

Last column: Mulliken charge in e.
Element x y z (Å)
O (-1.56661, 1.14874, 0.88129)  -0.528
N (2.32246, -1.54593, 0.93556)  -0.519
C (-0.45853, 0.34385, 1.22076)  -0.926
C (0.86775, 1.01698, -0.85281)  -1.666
C (-0.58410, -1.04629, -0.88838)  -1.675
C (1.44242, -0.93505, 0.49920)  -0.176
C (0.31058, -0.14822, -0.02363)  1.993
H (-0.76442, -2.00821, -0.39787)  0.387
H (-2.35693, 0.64428, 1.08306)  0.329
H (-0.79035, -0.53272, 1.79574)  0.426
H (1.43709, 0.62611, -1.70399)  0.423
H (1.53273, 1.64545, -0.25196)  0.385
H (-0.12684, -1.23737, -1.86393)  0.390
H (0.04028, 1.62902, -1.22275)  0.372
H (0.23010, 0.93496, 1.83581)  0.406
H (-1.53564, -0.53560, -1.04609)  0.379



Entry from the Open Molecules 2025 dataset: the molecule C5H9NO (the ωB97M-V functional and the def2-TZVPD basis).

Calculated values
spin multiplicity: 1
orbital gap: 0.2527 Eh
total energy: -8863.4275 eV
HOMO energy: -6.113 eV
LUMO energy: 0.7642 eV

Last column: Mulliken charge in e.
Element x y z (Å)
O (-1.80499, -0.03666, -0.35698)  -0.453
N (-0.71375, -0.35877, 0.46646)  0.116
C (0.08835, 0.77821, 0.99546)  0.183
C (1.19633, 0.43189, 0.21913)  -0.713
C (0.62964, -0.85114, -0.26304)  0.271
C (0.50321, -1.09627, -1.75260)  -1.349
C (-0.44159, 1.69077, 1.83797)  -1.048
H (2.20664, 0.78167, 0.20963)  0.357
H (0.89516, -1.78836, 0.25321)  0.271
H (0.17134, 2.46298, 2.26299)  0.269
H (-1.10399, -0.98425, 1.17764)  0.348
H (-1.48190, 1.65626, 2.11336)  0.277
H (0.49141, -0.15965, -2.30617)  0.347
H (1.34002, -1.70195, -2.09555)  0.395
H (-1.55753, 0.80645, -0.77649)  0.382
H (-0.41834, -1.63119, -1.98502)  0.347



Entry from the Open Molecules 2025 dataset: the molecule C5H9NO in a non-equilibrium geometry (the ωB97M-V functional and the def2-TZVPD basis).

Calculated values
spin multiplicity: 1
orbital gap: 0.4284 Eh
total energy: -8868.2746 eV
HOMO energy: -10.815 eV
SMILES: CC[C@@H](O)CC#N
LUMO energy: 0.8421 eV

Last column: Mulliken charge in e.
Element x y z (Å)
O (-0.13777, -0.50522, -1.29077)  -0.539
N (-3.23757, 0.50418, -1.56891)  -0.445
C (-0.21532, 0.28177, -0.12392)  0.131
C (0.83325, -0.23808, 0.84899)  -0.532
C (-1.63726, 0.19640, 0.47638)  -0.440
C (-2.59400, 0.37694, -0.61537)  0.224
C (2.24654, -0.15111, 0.27737)  -1.198
H (2.31469, -0.71721, -0.65558)  0.296
H (0.59021, -1.28318, 1.08204)  0.352
H (0.75778, 0.33138, 1.78543)  0.308
H (-1.80300, 0.95850, 1.24502)  0.338
H (2.97790, -0.55982, 0.98146)  0.361
H (-0.77750, -0.16581, -1.93461)  0.339
H (-0.00694, 1.34036, -0.35428)  0.192
H (2.52441, 0.88754, 0.06225)  0.312
H (-1.79669, -0.78945, 0.92648)  0.301



Entry from the Open Molecules 2025 dataset: a 2-piece molecular cluster, C5H9NO overall in a non-equilibrium geometry (the ωB97M-V functional and the def2-TZVPD basis).

Calculated values
spin multiplicity: 1
orbital gap: 0.3520 Eh
total energy: -8867.1014 eV
HOMO energy: -9.045 eV
SMILES: C/C(O)=C(/C)C#N.[H][H]
LUMO energy: 0.5326 eV

Last column: Mulliken charge in e.
Element x y z (Å)
O (0.36343, 0.42166, 1.73589)  -0.525
N (0.27056, -0.09047, -2.97157)  -0.501
C (-1.00926, 1.84054, -0.28165)  -1.314
C (0.48478, -0.04362, 0.46689)  0.784
C (1.38009, -1.23058, 0.27553)  -1.436
C (-0.15636, 0.61798, -0.51177)  0.562
C (0.06785, 0.20824, -1.86811)  0.029
H (-1.61850, -1.44132, 0.18294)  -0.205
H (0.84016, -0.15147, 2.34790)  0.319
H (1.10557, -2.05621, 0.94604)  0.412
H (-1.81623, -2.01566, 0.60155)  0.206
H (-0.53994, 2.72309, -0.73011)  0.310
H (2.41032, -0.93471, 0.50429)  0.380
H (-2.00052, 1.72988, -0.73411)  0.310
H (1.35698, -1.60760, -0.74959)  0.352
H (-1.13892, 2.03026, 0.78588)  0.319



Entry from the Open Molecules 2025 dataset: the molecule C5H9NO in a non-equilibrium geometry (the ωB97M-V functional and the def2-TZVPD basis).

Calculated values
spin multiplicity: 1
orbital gap: 0.4262 Eh
total energy: -8868.2229 eV
HOMO energy: -10.860 eV
SMILES: CC[C@@H](O)CC#N
LUMO energy: 0.7374 eV

Last column: Mulliken charge in e.
Element x y z (Å)
O (-1.76617, 0.74047, -0.40604)  -0.546
N (2.86129, 1.65394, 0.01876)  -0.424
C (-0.07935, -2.05006, -0.10665)  -1.182
C (-0.37428, 0.48076, -0.35692)  0.124
C (1.70880, 1.74342, 0.06675)  0.261
C (-0.02694, -0.68523, 0.57677)  -0.489
C (0.24645, 1.80100, 0.11194)  -0.615
H (-0.72563, -0.64166, 1.42230)  0.308
H (-1.05045, -2.24115, -0.57941)  0.304
H (-0.10477, 2.61637, -0.52793)  0.340
H (0.00682, 0.26673, -1.36899)  0.249
H (0.69222, -2.11799, -0.88163)  0.325
H (0.10020, -2.85492, 0.61266)  0.352
H (-2.21839, -0.07230, -0.66332)  0.342
H (0.97992, -0.54007, 0.98615)  0.362
H (-0.07914, 2.01624, 1.13572)  0.289



Entry from the Open Molecules 2025 dataset: the molecule C5H9NO (the ωB97M-V functional and the def2-TZVPD basis).

Calculated values
spin multiplicity: 1
orbital gap: 0.3871 Eh
total energy: -8866.2781 eV
HOMO energy: -9.465 eV
SMILES: C[C@H]1CC/C1=N\O
LUMO energy: 1.0673 eV

Last column: Mulliken charge in e.
Element x y z (Å)
O (2.64772, -0.51657, 0.99963)  -0.384
N (1.49328, -1.08844, 0.44943)  -0.567
C (-0.59720, -0.23922, -0.66432)  0.500
C (0.82793, 1.32617, -0.05417)  -0.415
C (0.80036, -0.18131, -0.09786)  0.263
C (-1.56996, -1.28581, -0.15373)  -1.422
C (-0.71284, 1.24630, -0.19163)  -0.708
H (-1.62138, -1.24537, 0.93843)  0.315
H (-2.57344, -1.10886, -0.55703)  0.374
H (1.21847, 1.76134, 0.86891)  0.277
H (-0.54281, -0.27438, -1.76207)  0.257
H (-1.26271, -2.29773, -0.44099)  0.344
H (-1.19753, 1.93975, -0.87994)  0.300
H (1.32947, 1.79050, -0.90878)  0.253
H (-1.16261, 1.34573, 0.80376)  0.260
H (2.92326, -1.17210, 1.65036)  0.352



Entry from the Open Molecules 2025 dataset: the molecule C5H9NO in a non-equilibrium geometry (the ωB97M-V functional and the def2-TZVPD basis).

Calculated values
spin multiplicity: 1
orbital gap: 0.4265 Eh
total energy: -8868.1866 eV
HOMO energy: -10.850 eV
SMILES: CC[C@@H](O)CC#N
LUMO energy: 0.7550 eV

Last column: Mulliken charge in e.
Element x y z (Å)
O (-0.25565, -1.48271, -1.02993)  -0.485
N (-2.37820, 2.08690, 1.28448)  -0.435
C (-2.13311, 1.16937, 0.62419)  0.236
C (2.08087, -0.14036, 0.15864)  -1.398
C (0.63998, 0.25728, 0.47813)  -0.417
C (-0.35448, -0.13124, -0.61938)  0.165
C (-1.81991, -0.02077, -0.16699)  -0.531
H (-2.48013, -0.06480, -1.03869)  0.310
H (2.21543, -1.22965, 0.15396)  0.394
H (-2.03023, -0.90611, 0.44249)  0.301
H (0.33306, -0.18946, 1.43250)  0.314
H (2.40593, 0.24738, -0.81419)  0.339
H (0.65635, -1.77472, -0.94322)  0.308
H (0.58261, 1.34483, 0.60916)  0.369
H (2.76634, 0.24855, 0.91724)  0.363
H (-0.18892, 0.53277, -1.48399)  0.167